[1]
C24H21NO6 | ωB97M-V with the def2-TZVPD basis set

Calculated values
Kohn-Sham gap	8.247	eV
E_LUMO	-0.52	eV
max |F|	19.934	eV/A
HOMO level	-8.767	eV
E	-38985.7331	eV

```
! wB97M-V def2-TZVPD RIJCOSX def2/J DEFGRID3
* xyz 0 1
O 0.56286 -0.48054 1.54164
O -0.83312 2.90330 -0.60766
O -2.70612 -3.94819 -0.89081
O -2.28347 -1.70847 -0.66024
O 5.06028 -1.13361 0.25381
O 0.08377 2.02717 -2.38082
N 2.92802 -0.71222 1.08633
C -2.59660 -0.47607 -0.19966
C 1.64895 -0.81421 0.91296
C -3.81066 0.10178 0.17037
C 1.73683 -2.23258 0.17572
C 2.48816 -4.29660 -1.42864
C 1.05875 3.95867 -1.16575
C 0.73535 -2.93789 -0.40697
C -0.00042 2.89999 -1.36684
C -1.80735 1.94435 -0.40401
C 2.37258 3.35076 -0.91665
C -5.90973 -0.72117 1.28514
C -3.95618 1.54992 0.63208
C -1.55669 0.62438 -0.78683
C -4.50681 -1.05339 0.53795
C 1.09100 -4.15165 -1.26930
C -3.03091 -2.68781 -0.46772
C 2.09484 2.47160 0.48365
C -4.18357 -2.21861 0.16029
C 3.01760 -2.47256 -0.20178
C -2.90051 2.24631 0.32398
C 3.88483 -1.12790 0.46816
C 3.38879 0.67906 1.81363
C 3.42408 -3.60283 -1.00352
C 3.52500 1.96114 0.94395
H 4.48687 -3.61125 -0.94800
H 1.34766 4.68698 -2.22996
H 1.54599 2.92351 1.05712
H -6.53585 -1.57009 1.26627
H 2.36909 0.94662 2.77719
H 3.27966 4.07168 -0.54430
H -6.49250 0.04491 0.55443
H 4.12086 1.57803 0.24665
H -3.05675 3.41448 0.64200
H -4.98418 -3.04419 0.26389
H -0.23518 -2.96813 0.03272
H 0.70436 4.71901 -0.34114
H -4.78469 1.46900 0.99510
H 4.04258 2.80637 1.19687
H -5.91756 -0.22276 2.23424
H 4.13264 0.37977 2.38720
H 2.92206 2.71309 -1.63790
H 2.71921 -5.13732 -2.04431
H 0.25303 -4.67437 -1.42059
H -0.50189 0.13805 -1.12043
H 1.56506 1.39446 0.00047
*
```

=====

[2]
C24H22BrInN2O3Se | ωB97M-V with the def2-TZVPD basis set

Calculated values
Kohn-Sham gap	6.748	eV
E_LUMO	-0.58	eV
max |F|	1.261	eV/A
HOMO level	-7.324	eV
E	-174929.2891	eV

```
! wB97M-V def2-TZVPD RIJCOSX def2/J DEFGRID3
* xyz 0 1
In 0.76105 -0.09555 0.22988
Br -0.89222 -2.75309 0.34575
Se 3.10339 -0.66124 0.37898
O 0.04841 1.93188 0.61855
O -1.00213 4.25141 0.32127
O 0.47265 -1.08122 -2.01991
N -1.42021 1.15324 2.28089
N -1.41569 -0.02807 1.67098
C -0.68686 4.82548 4.41437
C 0.68264 -0.83401 -3.19957
C -0.88113 4.40914 1.65753
C -1.07232 5.86209 3.57173
C -1.16565 5.65882 2.20848
C 3.10208 -3.56440 -4.03839
C -3.97780 -5.07864 0.62918
C -4.15284 -6.35821 -1.39899
C 1.54060 -1.72916 -3.99823
C -3.70026 -2.59749 0.55433
C -3.85696 -3.97615 -1.50466
C 1.63794 -1.62371 -5.38732
C -0.49196 3.36251 2.50185
C 2.28338 -2.70410 -3.32979
C -4.13169 -6.29774 -0.01370
C 3.18293 -3.46375 -5.42061
C 2.45090 -2.49300 -6.09204
C -2.55875 -1.96231 0.80845
C -0.21890 1.97403 1.96742
C 0.09174 0.39047 -3.84429
C -0.39858 3.58658 3.87141
C -2.50113 -0.65823 1.43358
C -4.01488 -5.19627 -2.14364
C -3.83737 -3.91054 -0.11390
H 3.82242 -4.13677 -5.97699
H 2.51840 -2.41505 -7.16929
H -4.23397 -7.20362 0.56975
H 0.88085 1.00073 -4.28505
H -1.28865 6.83910 3.98482
H -0.63455 3.36206 0.10980
H -3.46193 -0.22806 1.72142
H -1.46140 6.45901 1.54187
H 0.59490 1.52153 2.56002
H -0.60942 4.98318 5.48198
H -4.27376 -7.31010 -1.89956
H -4.62106 -2.10342 0.85501
H 3.68102 -4.31256 -3.51342
H -3.74311 -3.06763 -2.08321
H -0.59808 0.10192 -4.63817
H -0.44505 0.96769 -3.09543
H -3.95626 -5.02863 1.71069
H -0.09246 2.76830 4.51393
H -2.29959 1.66026 2.28013
H 2.22718 -2.75373 -2.24943
H 1.08062 -0.87150 -5.92922
H -4.02888 -5.23662 -3.22524
*
```

=====

[3]
C24H22BrN9O2PdS | ωB97M-V with the def2-TZVPD basis set

Calculated values
Kohn-Sham gap	7.154	eV
E_LUMO	-6.51	eV
max |F|	5.473	eV/A
HOMO level	-13.666	eV
E	-127092.9743	eV

```
! wB97M-V def2-TZVPD RIJCOSX def2/J DEFGRID3
* xyz 2 1
Pd -0.73521 -0.50476 -1.13273
Br 1.00594 1.76381 4.97721
S 3.00990 -1.54532 -0.91284
O 1.51663 -0.46059 -3.24066
O 1.89828 -2.29469 -0.36376
N 3.36279 -0.26097 -0.22310
N -2.17009 -2.33454 0.58595
N -0.03595 3.01947 -0.69883
N -1.74490 -0.66247 -2.96988
N -0.06361 -0.02575 3.14241
N -1.98042 -1.91957 -0.69910
N -0.71392 -0.53835 0.97446
N 1.59818 2.90708 -2.37496
N 0.59607 1.00402 -1.72022
C 2.16247 1.88926 -3.24560
C 1.78730 1.14263 3.37795
C 1.42389 0.64824 -2.78204
C -0.89043 -1.20862 5.09144
C 1.98834 2.02258 2.31971
C 0.69947 2.33910 -1.57833
C -2.86556 -2.40747 -4.17109
C 2.65100 -0.66775 2.06574
C -0.04298 0.18165 1.84250
C -2.43184 -2.82277 3.39692
C -1.51356 -1.59142 1.42689
C -2.09461 -0.44967 -5.31020
C 1.90628 4.32542 -2.47054
C 2.84985 0.20475 0.99747
C 2.54428 1.55522 1.13994
C -0.85723 -1.02660 3.71451
C -2.56600 -2.49068 -1.68610
C -1.70310 -2.19792 5.60461
C -1.61220 -1.82569 2.85462
C -2.47481 -3.00303 4.76037
C -2.71023 -1.68818 -5.35131
C -1.61111 0.02145 -4.09831
C -2.37864 -1.86622 -2.99961
C 2.15270 -0.19095 3.26711
H -3.35691 -3.37044 -4.15909
H -1.98286 0.15146 -6.20069
H 0.00423 4.02170 -0.63492
H 2.02405 -0.86227 4.10608
H 0.52902 0.54966 3.73115
H 2.92053 4.43310 -2.84699
H 2.73492 2.23164 0.31593
H -3.07594 -2.08962 -6.28643
H 3.23849 1.77265 -3.10152
H -1.74430 -2.34974 6.67455
H -3.21369 -3.34379 -1.51962
H -1.12233 0.98375 -4.02557
H 1.96714 2.09174 -4.30007
H 1.72092 3.06541 2.42653
H -0.29507 -0.58049 5.74247
H 1.22124 4.84077 -3.14447
H -3.10675 -3.77096 5.18351
H 1.87625 4.79166 -1.48640
H -0.74379 2.53576 -0.17348
H 0.55864 1.01070 1.49215
H 2.90684 -1.71274 1.96454
H -3.01758 -3.44065 2.73172
*
```